This record from OMol25 describes one molecule with the formula C5H9NO4S at a distorted geometry. The level of theory is ωB97M-V/def2-TZVPD.

Frontier orbital gap = 0.348 Ha
LUMO level = 0.69 eV
Relative energy (zero: lowest compared OMol25 entry of this formula, charge and spin) = 108.30 kcal per mole
HOMO = -8.78 eV
Max |F| = 0.066 hartree/bohr

```
! wB97M-V def2-TZVPD RIJCOSX def2/J DEFGRID3
* xyz 0 1
C 1.620 -1.490 0.924
C -0.125 0.822 -1.090
C -1.997 -0.596 -0.049
C -2.101 -0.937 1.430
C 2.055 1.742 -1.590
N -0.716 0.043 -0.128
O -0.710 1.388 -1.971
O 0.717 0.710 2.098
O -0.859 -1.292 1.898
O 1.208 0.913 -0.834
S 0.397 -0.449 1.248
H 2.622 -1.120 0.915
H 1.176 -2.172 0.275
H -1.979 -1.476 -0.596
H -2.872 0.039 -0.492
H -2.429 -0.114 1.940
H -2.803 -1.739 1.531
H 2.152 1.369 -2.736
H 3.036 1.645 -1.123
H 1.607 2.713 -1.651
*
```

=====

This record from OMol25 describes C51H74N3O24PbSr as an isolated structure at a distorted geometry. The level of theory is ωB97M-V/def2-TZVPD.

Frontier orbital gap = 0.185 Ha
LUMO level = -3.29 eV
HOMO = -8.34 eV
Max |F| = 0.068 hartree/bohr

```
! wB97M-V def2-TZVPD RIJCOSX def2/J DEFGRID3
* xyz 1 1
Sr -0.677 4.547 0.743
Pb -0.122 -4.625 -1.666
O 0.509 -5.166 2.243
H 0.176 -4.249 1.847
H 1.337 -4.950 2.747
H 0.656 -5.797 1.494
C -0.138 -1.425 1.736
C -0.086 -0.018 1.698
C -0.309 0.718 0.380
O -0.158 1.942 0.228
C -0.305 -0.020 -0.797
C -0.387 -1.393 -0.745
C -0.323 -2.135 0.579
O -0.364 -3.401 0.495
O -0.499 -2.096 -1.780
O 0.180 0.540 2.761
H -0.119 -1.999 2.653
H -0.242 0.418 -1.782
C 3.564 -4.318 -4.299
C 2.617 -4.452 -3.320
C 2.942 -4.016 -1.851
O 2.113 -4.279 -0.922
C 4.106 -3.335 -1.689
C 5.109 -3.177 -2.680
C 4.836 -3.711 -4.061
O 5.598 -3.556 -4.952
O 6.196 -2.733 -2.423
O 1.433 -4.874 -3.545
H 3.268 -4.716 -5.260
H 4.315 -3.030 -0.668
C 1.701 5.231 7.528
O 1.204 5.604 6.241
C 1.062 4.512 5.351
C 0.700 5.083 4.001
N 0.740 4.125 2.821
C 2.151 3.939 2.404
C 2.366 4.806 1.183
O 1.845 4.168 0.027
C 2.647 3.179 -0.630
H 1.241 4.390 8.046
H 1.758 6.059 8.234
H 2.766 4.921 7.415
H 0.275 3.802 5.651
H 2.028 3.982 5.265
H 1.508 5.802 3.817
H -0.249 5.625 4.069
H 0.504 3.219 3.265
H 2.186 2.867 2.157
H 3.043 4.004 3.040
H 3.441 4.909 0.974
H 1.962 5.806 1.395
H 3.436 3.746 -1.120
H 2.017 2.658 -1.341
H 2.973 2.398 0.062
C -0.691 3.255 -2.843
O -1.491 3.787 -1.800
C -2.749 4.262 -2.257
C -3.404 5.228 -1.277
N -3.280 4.762 0.120
C -3.657 3.374 0.445
C -3.744 3.119 1.923
O -2.484 3.587 2.451
C -2.434 3.276 3.844
H -0.262 4.085 -3.406
H -1.277 2.559 -3.441
H 0.147 2.727 -2.402
H -3.370 3.372 -2.405
H -2.669 4.838 -3.186
H -4.464 5.351 -1.526
H -2.939 6.214 -1.342
H -3.851 5.393 0.682
H -2.839 2.739 0.088
H -4.618 3.174 -0.044
H -3.901 2.053 2.095
H -4.507 3.703 2.447
H -1.587 3.864 4.208
H -2.236 2.240 4.098
H -3.277 3.712 4.385
C 0.448 -4.399 -7.687
O 0.000 -4.438 -6.388
C -1.174 -3.664 -6.129
C -1.235 -3.321 -4.662
N -1.665 -4.419 -3.738
C -3.090 -4.097 -3.288
C -3.663 -4.910 -2.143
O -2.971 -4.548 -0.945
C -3.425 -5.201 0.251
H 1.311 -5.066 -7.741
H 0.860 -3.413 -7.933
H -0.206 -4.746 -8.493
H -2.141 -4.103 -6.458
H -1.090 -2.716 -6.703
H -1.763 -2.400 -4.381
H -0.256 -2.939 -4.358
H -1.886 -5.171 -4.399
H -3.741 -4.143 -4.171
H -3.084 -3.039 -3.010
H -3.667 -5.997 -2.309
H -4.720 -4.602 -2.098
H -3.215 -4.486 1.048
H -2.970 -6.186 0.447
H -4.503 -5.412 0.271
C 4.391 -0.463 -0.331
C 3.446 -0.370 0.705
C 3.824 -0.177 1.996
C 5.163 0.054 2.286
C 6.092 0.176 1.260
C 5.699 -0.143 -0.011
O 6.619 -0.173 -1.014
O 3.012 -0.350 3.085
H 4.111 -0.693 -1.345
H 2.411 -0.518 0.395
H 5.573 0.282 3.264
H 7.151 0.342 1.398
H 6.370 -0.892 -1.652
H 2.085 -0.150 2.902
C -4.752 -0.456 -3.383
C -5.994 -0.462 -2.738
C -6.058 -0.421 -1.346
C -4.895 -0.278 -0.600
C -3.672 -0.262 -1.252
C -3.615 -0.233 -2.642
O -2.435 -0.210 -3.246
O -7.287 -0.404 -0.699
H -4.678 -0.701 -4.437
H -6.902 -0.509 -3.332
H -5.048 -0.199 0.472
H -2.752 -0.036 -0.723
H -1.654 -0.367 -2.704
H -7.959 -0.785 -1.272
C -0.201 -0.223 7.745
C 0.795 -0.587 8.657
C 2.091 -0.834 8.247
C 2.406 -0.578 6.908
C 1.406 -0.283 5.997
C 0.062 -0.188 6.384
O -0.875 0.107 5.427
O 3.078 -1.191 9.160
H -1.234 0.023 7.986
H 0.438 -0.691 9.677
H 3.413 -0.626 6.498
H 1.672 0.073 5.010
H -0.494 0.175 4.527
H 3.841 -1.445 8.625
C 1.502 -0.781 -5.550
C 1.204 -0.671 -4.030
O 0.300 0.402 -3.952
C 0.154 1.045 -5.139
O -0.518 2.000 -5.292
O 0.922 0.414 -6.060
H 1.158 -1.634 -6.128
H 2.590 -0.798 -5.632
H 2.119 -0.535 -3.437
H 0.832 -1.564 -3.528
*
```

=====

This record from OMol25 describes C25H20MnN7O2S as an isolated structure at a distorted geometry. The level of theory is ωB97M-V/def2-TZVPD.

Frontier orbital gap (alpha / beta) = 0.180 / 0.186 Ha
LUMO level (alpha / beta) = -7.72 / -7.57 eV
Relative energy (zero: lowest compared OMol25 entry of this formula, charge and spin) = 0.00 kcal per mole
HOMO (alpha / beta) = -12.61 / -12.62 eV
<S²> = 6.05
Max |F| = 0.030 hartree/bohr

```
! wB97M-V def2-TZVPD RIJCOSX def2/J DEFGRID3
* xyz 2 5
Mn 0.922 -0.663 -1.309
C -3.391 -0.896 -1.889
C -3.728 0.442 -1.759
C -2.715 1.386 -1.697
C -1.399 0.968 -1.757
N -1.074 -0.341 -1.877
C -2.054 -1.243 -1.944
C -0.233 1.865 -1.686
C -0.254 3.246 -1.703
C 0.953 3.932 -1.654
C 2.150 3.233 -1.593
C 2.111 1.853 -1.576
N 0.936 1.201 -1.624
C 3.261 0.939 -1.534
C 4.580 1.337 -1.452
C 5.580 0.374 -1.436
C 5.224 -0.963 -1.505
C 3.884 -1.294 -1.578
N 2.917 -0.373 -1.596
H -4.148 -1.665 -1.943
H -4.765 0.746 -1.712
H -2.948 2.437 -1.596
H -1.759 -2.278 -2.060
H -1.189 3.783 -1.761
H 0.960 5.014 -1.675
H 3.092 3.760 -1.556
H 4.828 2.387 -1.390
H 6.619 0.664 -1.370
H 5.970 -1.744 -1.492
H 3.575 -2.330 -1.625
N -4.417 1.494 4.099
C -3.214 1.120 3.597
C -2.468 2.006 2.793
C -1.240 1.626 2.301
C -0.740 0.362 2.597
C -1.461 -0.534 3.379
C -2.691 -0.160 3.869
S 0.794 -0.120 1.898
O 1.561 -0.937 2.774
O 1.402 1.033 1.268
N 0.338 -1.011 0.561
C 0.262 -2.346 0.407
N -0.161 -3.213 1.313
C -0.208 -4.486 0.943
C 0.147 -4.919 -0.337
C 0.565 -3.962 -1.231
N 0.640 -2.672 -0.875
H -4.731 2.441 4.003
H -4.903 0.909 4.753
H -2.860 2.997 2.599
H -0.630 2.300 1.713
H -1.042 -1.508 3.597
H -3.264 -0.839 4.488
H -0.552 -5.182 1.700
H 0.105 -5.960 -0.618
H 0.861 -4.218 -2.241
*
```

=====

This record from OMol25 describes C40H33AsFeN3O4 as an isolated structure. The level of theory is ωB97M-V/def2-TZVPD.

Frontier orbital gap (alpha / beta) = 0.237 / 0.236 Ha
LUMO level (alpha / beta) = 2.55 / 2.54 eV
HOMO (alpha / beta) = -3.90 / -3.88 eV
Max |F| = 0.013 hartree/bohr

```
! wB97M-V def2-TZVPD RIJCOSX def2/J DEFGRID3
* xyz -1 1
Fe 0.541 -0.730 1.314
C -2.841 -1.212 3.850
C -1.663 -0.551 3.162
O -0.807 -1.353 2.667
C -1.592 0.838 3.170
C -0.387 1.555 2.896
C -0.169 2.916 3.496
N 0.555 0.991 2.211
N 1.813 1.593 2.183
C 2.702 0.635 2.048
O 2.445 -0.619 2.017
C 4.114 1.060 1.812
C 4.427 2.383 1.508
C 5.737 2.747 1.235
C 6.747 1.795 1.264
C 6.439 0.474 1.563
C 5.128 0.108 1.830
H -3.064 -2.163 3.364
H -3.726 -0.576 3.838
H -2.577 -1.414 4.891
H -2.394 1.375 3.662
H -1.085 3.277 3.963
H 0.164 3.621 2.733
H 0.624 2.874 4.243
H 3.625 3.110 1.479
H 5.970 3.777 0.990
H 7.770 2.080 1.046
H 7.222 -0.275 1.578
H 4.861 -0.919 2.040
O 2.231 -3.716 -0.764
C 1.722 -2.685 -0.331
O 0.844 -2.579 0.581
C 2.098 -1.369 -1.005
C 2.951 -1.379 -2.129
C 3.191 -0.212 -2.785
C 2.563 0.975 -2.344
C 2.722 2.216 -2.998
C 2.063 3.327 -2.547
C 1.219 3.241 -1.421
C 1.058 2.056 -0.758
C 1.727 0.899 -1.207
N 1.531 -0.277 -0.549
H 3.370 -2.331 -2.421
H 3.839 -0.173 -3.653
H 3.371 2.267 -3.865
H 2.185 4.277 -3.051
H 0.701 4.126 -1.076
H 0.433 1.968 0.122
C -0.072 -2.464 -4.459
C -0.472 -1.142 -4.325
C -0.985 -0.687 -3.117
C -1.109 -1.549 -2.029
C -0.686 -2.868 -2.167
C -0.176 -3.323 -3.375
As -1.600 -0.856 -0.269
C -2.922 -2.142 0.356
C -4.267 -1.836 0.534
C -5.133 -2.773 1.085
C -4.661 -4.019 1.467
C -3.313 -4.318 1.319
C -2.444 -3.381 0.782
C -2.736 0.639 -0.815
C -2.561 1.849 -0.153
C -3.346 2.951 -0.476
C -4.314 2.848 -1.462
C -4.501 1.640 -2.125
C -3.717 0.543 -1.802
H 0.337 -2.817 -5.397
H -0.375 -0.455 -5.156
H -1.266 0.355 -3.024
H -0.707 -3.544 -1.322
H 0.168 -4.347 -3.450
H -4.649 -0.863 0.257
H -6.178 -2.521 1.221
H -5.336 -4.749 1.899
H -2.927 -5.275 1.649
H -1.379 -3.590 0.749
H -1.823 1.920 0.638
H -3.201 3.886 0.051
H -4.926 3.705 -1.715
H -5.259 1.554 -2.894
H -3.864 -0.397 -2.323
*
```

=====

Copy entry 4 word for word.
This record from OMol25 describes C40H33AsFeN3O4 as an isolated structure. The level of theory is ωB97M-V/def2-TZVPD.

Frontier orbital gap (alpha / beta) = 0.237 / 0.236 Ha
LUMO level (alpha / beta) = 2.55 / 2.54 eV
HOMO (alpha / beta) = -3.90 / -3.88 eV
Max |F| = 0.013 hartree/bohr

```
! wB97M-V def2-TZVPD RIJCOSX def2/J DEFGRID3
* xyz -1 1
Fe 0.541 -0.730 1.314
C -2.841 -1.212 3.850
C -1.663 -0.551 3.162
O -0.807 -1.353 2.667
C -1.592 0.838 3.170
C -0.387 1.555 2.896
C -0.169 2.916 3.496
N 0.555 0.991 2.211
N 1.813 1.593 2.183
C 2.702 0.635 2.048
O 2.445 -0.619 2.017
C 4.114 1.060 1.812
C 4.427 2.383 1.508
C 5.737 2.747 1.235
C 6.747 1.795 1.264
C 6.439 0.474 1.563
C 5.128 0.108 1.830
H -3.064 -2.163 3.364
H -3.726 -0.576 3.838
H -2.577 -1.414 4.891
H -2.394 1.375 3.662
H -1.085 3.277 3.963
H 0.164 3.621 2.733
H 0.624 2.874 4.243
H 3.625 3.110 1.479
H 5.970 3.777 0.990
H 7.770 2.080 1.046
H 7.222 -0.275 1.578
H 4.861 -0.919 2.040
O 2.231 -3.716 -0.764
C 1.722 -2.685 -0.331
O 0.844 -2.579 0.581
C 2.098 -1.369 -1.005
C 2.951 -1.379 -2.129
C 3.191 -0.212 -2.785
C 2.563 0.975 -2.344
C 2.722 2.216 -2.998
C 2.063 3.327 -2.547
C 1.219 3.241 -1.421
C 1.058 2.056 -0.758
C 1.727 0.899 -1.207
N 1.531 -0.277 -0.549
H 3.370 -2.331 -2.421
H 3.839 -0.173 -3.653
H 3.371 2.267 -3.865
H 2.185 4.277 -3.051
H 0.701 4.126 -1.076
H 0.433 1.968 0.122
C -0.072 -2.464 -4.459
C -0.472 -1.142 -4.325
C -0.985 -0.687 -3.117
C -1.109 -1.549 -2.029
C -0.686 -2.868 -2.167
C -0.176 -3.323 -3.375
As -1.600 -0.856 -0.269
C -2.922 -2.142 0.356
C -4.267 -1.836 0.534
C -5.133 -2.773 1.085
C -4.661 -4.019 1.467
C -3.313 -4.318 1.319
C -2.444 -3.381 0.782
C -2.736 0.639 -0.815
C -2.561 1.849 -0.153
C -3.346 2.951 -0.476
C -4.314 2.848 -1.462
C -4.501 1.640 -2.125
C -3.717 0.543 -1.802
H 0.337 -2.817 -5.397
H -0.375 -0.455 -5.156
H -1.266 0.355 -3.024
H -0.707 -3.544 -1.322
H 0.168 -4.347 -3.450
H -4.649 -0.863 0.257
H -6.178 -2.521 1.221
H -5.336 -4.749 1.899
H -2.927 -5.275 1.649
H -1.379 -3.590 0.749
H -1.823 1.920 0.638
H -3.201 3.886 0.051
H -4.926 3.705 -1.715
H -5.259 1.554 -2.894
H -3.864 -0.397 -2.323
*
```

=====

Question: Which of these has the highest max |F|?
Answer: C51H74N3O24PbSr